[1]
C3H10NS as an isolated structure in a non-equilibrium geometry. Source: OMol25; level of theory: wB97M-V/def2-TZVPD.

Output
frontier orbital gap	0.3226	Ha
DFT total energy	-572.88187	a.u.
total charge	+1

Element x y z (Å)
1 C 0.376 -0.729 1.240
2 C -0.144 -1.061 -1.053
3 C 0.036 1.229 -0.328
4 N 0.617 -0.112 -0.155
5 S -2.138 1.451 0.636
6 H -0.711 -0.548 1.348
7 H 0.781 -1.750 1.077
8 H 0.931 -0.070 1.951
9 H -1.163 -0.985 -0.841
10 H -0.049 -0.765 -2.093
11 H 0.143 -2.048 -0.927
12 H -0.069 1.411 -1.392
13 H 0.558 2.009 0.156
14 H 1.663 -0.128 -0.594
15 H -2.028 2.361 1.495


[2]
C22H26N4O2RuS3Si as an isolated structure in a non-equilibrium geometry. Source: OMol25; level of theory: wB97M-V/def2-TZVPD.

Output
multiplicity	2
frontier orbital gap (alpha / beta)	0.2131 / 0.2316	Ha
DFT total energy	-2802.43944	a.u.
total charge	-1

Element x y z (Å)
1 Ru 0.980 0.177 -0.573
2 C 0.203 -4.141 0.771
3 C 0.755 -2.914 0.106
4 S 1.139 -1.630 1.199
5 C 0.991 -2.886 -1.239
6 C 0.659 -4.076 -2.088
7 S 1.762 -1.572 -2.057
8 H 0.140 -3.970 1.844
9 H 0.847 -5.002 0.587
10 H -0.793 -4.360 0.385
11 H 1.314 -4.918 -1.856
12 H 0.774 -3.828 -3.139
13 H -0.373 -4.364 -1.900
14 N -5.041 -2.281 4.459
15 C -4.467 -2.001 3.224
16 C -5.255 -1.883 2.079
17 C -4.667 -1.682 0.845
18 C -3.294 -1.592 0.743
19 C -2.500 -1.713 1.865
20 C -3.081 -1.905 3.103
21 S -2.538 -1.411 -0.868
22 O -3.525 -0.954 -1.814
23 O -1.954 -2.699 -1.167
24 N -1.330 -0.321 -0.712
25 C -1.731 0.877 -0.311
26 N -0.799 1.867 -0.428
27 C -1.150 3.078 -0.022
28 C -2.402 3.349 0.517
29 C -3.284 2.282 0.577
30 N -2.965 1.063 0.178
31 H -6.018 -2.050 4.553
32 H -4.482 -2.022 5.256
33 H -6.331 -1.950 2.163
34 H -5.262 -1.571 -0.046
35 H -1.427 -1.639 1.777
36 H -2.457 -1.988 3.982
37 H -0.404 3.857 -0.134
38 H -2.676 4.341 0.841
39 H -4.288 2.390 0.971
40 C 4.235 0.254 0.012
41 Si 2.818 1.612 0.123
42 C 3.337 2.628 1.698
43 C 3.296 2.667 -1.442
44 C 4.249 3.678 -1.501
45 C 4.610 4.267 -2.702
46 C 4.014 3.859 -3.883
47 C 3.024 2.889 -3.843
48 C 2.676 2.307 -2.639
49 H 5.220 0.692 0.142
50 H 4.210 -0.243 -0.956
51 H 4.103 -0.506 0.778
52 H 4.414 2.763 1.737
53 H 3.036 2.094 2.595
54 H 2.865 3.605 1.714
55 H 4.725 4.009 -0.589
56 H 5.366 5.042 -2.724
57 H 4.318 4.291 -4.828
58 H 2.528 2.590 -4.755
59 H 1.885 1.541 -2.608


| no. | M (g mol⁻¹) |
| --- | --- |
| 1 | 92.19 |
| 2 | 603.83 |